2 unconnected molecules or ions with the total composition C31H34F3IN2OS at a distorted geometry. Source: the Open Molecules 2025 dataset; level of theory: the ωB97M-V functional and the def2-TZVPD basis.

- HOMO energy (eV) = -4.8
- net charge = 0

Last column: Mulliken charge in e.
Atoms and positions in Å:
C  8.65  1.75  0.42  -1.46
C  7.20  2.08  0.57  0.54
C  6.24  1.30  -0.06  -0.96
C  4.88  1.60  0.02  1.35
C  3.91  0.81  -0.79  -1.46
C  4.49  2.73  0.76  0.58
N  3.15  3.20  0.64  0.40
C  2.01  2.47  0.66  -0.82
N  0.96  3.30  0.52  0.32
C  -0.40  2.94  0.57  0.04
C  -0.69  1.74  1.26  1.23
C  0.36  1.03  1.88  -2.29
C  -2.05  1.32  1.30  -0.79
C  -3.06  2.09  0.71  0.94
C  -4.49  1.67  0.88  -1.43
C  -2.71  3.23  -0.01  -1.09
C  -1.38  3.66  -0.13  1.41
C  -1.10  4.78  -1.09  -2.06
C  1.47  4.61  0.34  -0.56
C  2.80  4.54  0.39  -0.79
C  5.44  3.52  1.45  0.36
C  5.07  4.66  2.35  -1.68
C  6.79  3.19  1.32  -0.86
H  9.25  2.29  1.15  0.36
H  8.82  0.68  0.54  0.36
H  9.01  2.02  -0.59  0.29
H  6.54  0.44  -0.66  0.33
H  3.09  0.37  -0.22  0.30
H  3.47  1.38  -1.63  0.33
H  4.46  -0.04  -1.23  0.39
H  0.39  -0.06  1.75  0.34
H  1.94  1.42  0.96  0.91
H  0.80  1.43  2.79  0.32
H  -2.28  0.39  1.82  0.39
H  -5.14  2.18  0.16  0.33
H  -4.60  0.59  0.75  0.24
H  -4.86  1.92  1.88  0.34
H  -3.47  3.81  -0.53  0.25
H  -1.99  4.90  -1.72  0.38
H  -0.96  5.75  -0.59  0.39
H  -0.25  4.60  -1.75  0.42
H  0.82  5.45  0.22  0.44
H  3.52  5.32  0.29  0.56
H  5.92  4.85  3.02  0.45
H  4.90  5.59  1.80  0.30
H  4.20  4.45  2.97  0.34
H  7.54  3.80  1.83  0.33
C  -4.16  -6.77  -1.19  -2.16
C  -3.56  -5.37  -1.41  1.92
C  -2.75  -5.44  -2.69  -1.09
C  -4.60  -4.25  -1.34  0.52
C  -4.23  -2.92  -1.47  -0.57
I  -2.29  -2.19  -1.94  0.04
C  -5.13  -1.89  -1.20  -0.54
C  -6.40  -2.18  -0.70  -0.59
C  -6.79  -3.51  -0.58  -0.71
C  -5.92  -4.54  -0.94  -0.40
O  -2.77  -5.04  -0.22  -0.35
S  -1.11  -4.89  -0.19  0.04
C  -0.69  -6.53  0.44  0.60
F  0.48  -6.99  -0.08  -0.23
F  -0.57  -6.48  1.80  -0.22
F  -1.65  -7.45  0.15  -0.18
H  -4.88  -7.00  -1.99  0.40
H  -3.37  -7.53  -1.21  0.43
H  -4.67  -6.85  -0.22  0.50
H  -3.39  -5.82  -3.50  0.35
H  -2.40  -4.44  -3.00  0.22
H  -1.90  -6.11  -2.55  0.40
H  -4.84  -0.86  -1.38  0.48
H  -7.08  -1.37  -0.43  0.37
H  -7.77  -3.77  -0.18  0.36
H  -6.25  -5.58  -0.90  0.38